No. 1
A 2-piece molecular cluster, C5H7Cl3O3 overall, computed with wB97M-V/def2-TZVPD.

energy relative to the best compared isomer or geometry (same formula, charge and spin): 128.61 kcal per mole
molecular weight: 221.47 g/mol
HOMO (alpha / beta): -7.6 / -7.6 eV
frontier orbital gap (alpha / beta): 7.65 / 7.65 eV

Each line ends with the Löwdin charge.
Cartesian coordinates (Å):
C -0.424 -0.159 1.851  -0.057
C -0.318 0.734 0.935  -0.089
C -1.052 0.283 3.177  -0.032
C -0.181 -0.265 -1.488  -0.778
C 1.283 -0.614 -1.816  -1.246
O -0.162 1.859 0.408  0.077
O -1.067 -1.205 -1.723  -0.094
O 2.077 0.449 -1.766  -0.128
Cl -0.709 1.247 -2.425  0.616
Cl 1.906 -1.836 -0.674  0.650
Cl 1.399 -1.295 -3.580  0.515
H -0.284 -1.125 1.734  0.064
H -1.314 1.351 3.242  0.104
H -0.429 0.120 3.938  0.030
H -1.820 -0.362 3.316  0.047
H -0.579 2.212 -0.491  0.114
H -1.309 -1.588 -2.554  0.086
H 2.981 0.195 -2.082  0.122



No. 2
C5H7ClFN as an isolated structure, computed with wB97M-V/def2-TZVPD.

energy relative to the best compared isomer or geometry (same formula, charge and spin): 88.33 kcal per mole
molecular weight: 135.57 g/mol
HOMO: -9.2 eV
frontier orbital gap: 10.10 eV

Each line ends with the Löwdin charge.
Cartesian coordinates (Å):
C -1.088 -0.724 -0.048  -0.949
C -0.224 0.277 -0.847  -0.307
C 1.185 -0.436 -0.767  -0.109
C -0.261 0.065 1.130  -0.211
C -0.316 1.276 0.284  -0.184
H -0.615 0.743 -1.841  0.161
H 2.118 0.256 -0.941  0.135
H 1.349 -1.294 -1.434  0.101
H 1.638 -0.750 1.215  0.061
H -0.426 -0.265 2.278  0.185
H -1.189 2.054 0.042  0.150
H 0.602 1.968 0.370  0.132
N 0.866 -0.954 0.654  -0.024
F -0.952 -1.998 -0.040  0.067
Cl -2.687 -0.219 -0.057  0.793



No. 3
One molecule with the formula C5H7ClN2, computed with wB97M-V/def2-TZVPD.

SMILES: C[C@@H](Cl)n1ccnc1
energy relative to the best compared isomer or geometry (same formula, charge and spin): 30.25 kcal per mole
molecular weight: 130.58 g/mol
HOMO: -9.3 eV
frontier orbital gap: 10.11 eV

Each line ends with the Löwdin charge.
Cartesian coordinates (Å):
C -0.971 0.604 -1.807  -0.088
C -0.079 -0.585 -1.044  -0.625
Cl 1.593 -0.501 -1.913  0.496
N 0.123 -0.364 0.288  -0.137
C 0.571 0.837 0.932  -0.061
C 0.728 0.568 2.224  -0.186
N 0.466 -0.699 2.499  0.054
C 0.113 -1.294 1.429  -0.109
H -0.273 1.310 -2.254  0.034
H -1.697 0.047 -2.562  0.107
H -1.584 1.034 -0.992  0.062
H -0.568 -1.546 -1.279  0.109
H 0.437 1.774 0.346  0.131
H 1.216 1.181 2.887  0.083
H -0.075 -2.366 1.249  0.130



No. 4
One molecule with the formula C5H7ClN2, computed with wB97M-V/def2-TZVPD.

SMILES: CNc1[nH]ccc1Cl
energy relative to the best compared isomer or geometry (same formula, charge and spin): 15.53 kcal per mole
molecular weight: 130.58 g/mol
HOMO: -8.1 eV
frontier orbital gap: 9.09 eV

Each line ends with the Löwdin charge.
Cartesian coordinates (Å):
C -1.216 -1.583 -1.144  -0.091
N 0.229 -1.080 -1.033  -0.041
C 0.365 -0.012 -0.115  -0.413
N 0.494 1.246 -0.582  0.083
C 0.638 2.082 0.510  -0.137
C 0.667 1.333 1.621  -0.122
C 0.467 -0.017 1.252  -0.668
Cl 0.368 -1.384 2.262  0.677
H -1.563 -1.963 -0.163  0.063
H -1.227 -2.436 -1.840  0.072
H -1.922 -0.785 -1.429  0.078
H 0.779 -1.902 -0.720  0.110
H 0.453 1.629 -1.531  0.168
H 0.775 3.147 0.284  0.118
H 0.694 1.725 2.628  0.104



No. 5
One molecule with the formula C5H7ClN2, computed with wB97M-V/def2-TZVPD.

SMILES: [H]/N=C1/NCC(C)=C1Cl
energy relative to the best compared isomer or geometry (same formula, charge and spin): 4.06 kcal per mole
molecular weight: 130.58 g/mol
HOMO: -8.9 eV
frontier orbital gap: 9.66 eV

Each line ends with the Löwdin charge.
Cartesian coordinates (Å):
H 2.679 0.499 0.115  0.016
N 2.440 -0.485 0.070  0.118
C 1.184 -0.655 -0.018  -0.476
N 0.560 -1.876 -0.126  0.039
C -0.879 -1.777 0.020  -0.141
C -1.125 -0.288 -0.003  -0.279
C -2.494 0.308 0.032  -0.044
C 0.053 0.325 -0.016  -0.569
Cl 0.359 2.024 -0.017  0.701
H 1.047 -2.700 0.184  0.138
H -1.400 -2.269 -0.793  0.120
H -1.239 -2.250 0.952  0.134
H -3.076 0.018 -0.854  0.088
H -2.473 1.395 0.074  0.063
H -3.070 -0.047 0.907  0.092



No. 6
One molecule with the formula C5H7ClN2O2S, computed with wB97M-V/def2-TZVPD.

SMILES: C=C/C=C\N=C(\Cl)S(N)(=O)=O
energy relative to the best compared isomer or geometry (same formula, charge and spin): 17.36 kcal per mole
molecular weight: 194.64 g/mol
HOMO: -8.7 eV
frontier orbital gap: 9.03 eV

Each line ends with the Löwdin charge.
Cartesian coordinates (Å):
C 1.019 -1.150 -1.475  0.027
C 0.588 -2.175 -0.747  -0.157
C -0.397 -2.144 0.318  -0.101
C -0.432 -1.235 1.301  -0.159
N 0.503 -0.248 1.464  0.053
C 0.732 0.717 0.719  -0.858
Cl 2.055 1.738 0.932  0.763
S -0.482 1.535 -0.407  0.546
N -0.938 2.703 0.710  -0.066
O 0.180 2.163 -1.511  -0.305
O -1.617 0.692 -0.623  -0.275
H 1.804 -1.278 -2.203  0.068
H 0.560 -0.179 -1.459  0.001
H 1.015 -3.156 -0.926  0.101
H -1.043 -3.006 0.400  0.103
H -1.077 -1.347 2.162  0.119
H -1.937 2.762 0.824  0.071
H -0.533 3.609 0.521  0.069



No. 7
One molecule with the formula C5H7ClO, computed with wB97M-V/def2-TZVPD.

SMILES: C=CC[C@]1(Cl)CO1
energy relative to the best compared isomer or geometry (same formula, charge and spin): 57.62 kcal per mole
molecular weight: 118.56 g/mol
HOMO: -9.6 eV
frontier orbital gap: 10.52 eV

Each line ends with the Löwdin charge.
Cartesian coordinates (Å):
C 1.792 -0.780 0.135  0.021
C 0.977 -0.220 -0.718  -0.265
C -0.267 -0.831 -1.176  -0.108
C -1.519 0.157 -0.446  -0.802
Cl -1.154 1.861 -0.381  0.709
C -2.366 -0.516 0.650  -0.072
O -2.815 -0.127 -0.660  -0.073
H 2.686 -0.297 0.263  0.026
H 1.659 -1.775 0.621  0.087
H 1.223 0.697 -1.168  0.072
H -0.475 -0.993 -2.248  0.114
H -0.487 -1.820 -0.853  0.083
H -2.344 -1.638 0.742  0.128
H -2.601 0.066 1.489  0.081



No. 8
C5H7CuO4 as an isolated structure, computed with wB97M-V/def2-TZVPD.

total charge: +1
energy relative to the best compared isomer or geometry (same formula, charge and spin): 68.76 kcal per mole
molecular weight: 194.65 g/mol
multiplicity: 2
HOMO (alpha / beta): -12.8 / -12.8 eV
frontier orbital gap (alpha / beta): 7.18 / 6.25 eV

Each line ends with the Löwdin charge.
Cartesian coordinates (Å):
H 3.242 -0.247 -0.575  0.220
Cu 2.378 2.830 -1.431  0.777
O 3.142 1.343 0.415  0.154
O 1.815 -0.503 0.867  -0.010
C 0.424 -0.214 0.988  -0.146
C -0.053 0.046 -0.440  0.033
O 1.440 0.782 -0.950  -0.136
C 2.397 0.330 -0.069  -0.601
H -0.056 -1.087 1.441  0.141
H 0.299 0.685 1.612  0.144
H -0.643 0.965 -0.515  0.122
H 0.059 -0.849 -1.068  0.133
H -2.635 -0.748 -1.432  0.093
O -4.023 0.042 1.228  0.234
C -2.392 -0.947 -0.383  -0.049
C -3.298 -0.449 0.487  -0.201
H -2.096 -1.979 -0.174  0.093